A molecular structure, C24H43Cl2EuN4O4SeSi in a non-equilibrium geometry, computed with the ωB97M-V functional and the def2-TZVPD basis.

Geometry as ORCA input:
```
! RIJCOSX wB97M-V def2-TZVPD def2/J DEFGRID3
* xyz 0 7
C 2.89 0.82 -1.86
C 3.36 0.62 -0.47
H 3.31 1.73 -2.31
H 1.79 0.87 -1.91
H 3.20 -0.04 -2.48
C 4.33 1.28 0.17
C 5.19 2.34 -0.41
H 4.57 1.00 1.21
H 4.92 2.63 -1.43
H 6.25 2.02 -0.42
H 5.17 3.25 0.22
Eu -0.39 -0.53 0.19
Cl -0.90 0.54 -1.97
C 0.36 -2.27 2.65
O -0.20 -1.17 2.57
N 0.44 -2.78 3.88
C -0.26 -2.10 4.98
C 1.33 -3.86 4.16
H 0.90 -2.83 1.82
H -0.93 -1.33 4.58
H 0.48 -1.65 5.65
H -0.83 -2.86 5.52
H 1.80 -4.19 3.22
H 0.75 -4.68 4.60
H 2.10 -3.53 4.85
H -5.66 -2.55 0.87
H -5.36 -3.44 -1.57
C -5.24 -1.60 0.54
C -4.94 -2.47 -1.82
N -4.38 -1.89 -0.64
H -4.65 -1.14 1.32
C -3.12 -1.58 -0.64
O -2.70 -0.88 0.42
H -4.14 -2.58 -2.56
H -2.43 -1.79 -1.51
H -6.04 -0.94 0.20
H -5.72 -1.81 -2.20
H 1.48 2.95 -0.37
H 2.58 3.10 1.91
C 0.51 3.21 0.09
C 1.61 3.44 2.30
N 0.54 2.87 1.51
H -0.29 2.65 -0.41
C -0.25 1.92 2.03
O -1.15 1.35 1.38
H 1.50 3.12 3.34
H -0.05 1.68 3.09
H 0.35 4.30 -0.01
H 1.56 4.54 2.24
O 1.53 0.27 0.66
C 2.59 -0.43 0.27
C 2.92 -0.42 2.79
C 3.18 -1.00 1.55
H 2.21 0.41 2.85
C 3.56 -0.92 3.92
H 2.36 -1.27 -0.42
C 4.05 -2.08 1.43
H 3.37 -0.45 4.89
C 4.45 -1.99 3.81
C 4.68 -2.57 2.56
H 4.22 -2.51 0.44
H 4.95 -2.37 4.70
H 5.36 -3.41 2.47
Si -2.86 2.45 -6.13
Cl -1.10 3.38 -6.67
C -3.70 3.53 -4.84
C -2.42 0.77 -5.43
C -3.92 2.30 -7.67
H -3.05 3.65 -3.96
H -4.65 3.08 -4.51
H -3.91 4.53 -5.25
H -4.14 3.29 -8.10
H -4.88 1.80 -7.44
H -3.40 1.70 -8.44
H -1.77 0.87 -4.55
H -1.89 0.16 -6.19
H -3.33 0.22 -5.13
Se -3.57 -3.86 2.70
C -2.53 -2.79 1.96
N -1.94 -2.15 1.20
*
```

Values from the calculation:
E_LUMO (alpha / beta): 0.0 / 0.0 eV
frontier orbital gap (alpha / beta): 0.214 / 0.216 Ha
E_tot: -5781.93225 hartree
<S²>: 12.0197
ΔE to the lowest compared entry with this formula, charge and spin: 550.6 kJ/mol
HOMO energy (alpha / beta): -5.9 / -5.9 eV

---

A molecular structure, C24H43Cl2F3N3O7SSiTl in a non-equilibrium geometry, computed with the ωB97M-V functional and the def2-TZVPD basis.

Geometry as ORCA input:
```
! RIJCOSX wB97M-V def2-TZVPD def2/J DEFGRID3
* xyz 0 1
C 3.45 -2.29 -5.79
C 3.04 -1.51 -6.99
H 2.99 -3.28 -5.83
H 3.15 -1.82 -4.85
H 4.53 -2.49 -5.78
C 3.14 -1.92 -8.27
C 3.53 -3.32 -8.58
H 2.98 -1.21 -9.09
H 2.87 -4.05 -8.07
H 4.58 -3.44 -8.26
H 3.49 -3.44 -9.68
Tl 2.21 1.02 -3.66
Cl 2.16 3.32 -4.93
C 0.06 3.06 -2.51
O -0.43 1.93 -2.45
N -0.61 4.15 -2.94
C -2.02 4.01 -3.27
C 0.00 5.43 -3.29
H 1.10 3.25 -2.17
H -2.47 3.25 -2.61
H -2.17 3.68 -4.32
H -2.49 4.99 -3.14
H 0.75 5.73 -2.54
H -0.81 6.16 -3.32
H 0.49 5.39 -4.27
H -2.74 1.80 2.68
H -0.94 1.86 3.52
C -2.66 0.92 2.05
C -0.38 1.12 2.96
N -1.26 0.61 1.92
H -3.10 1.11 1.06
C -0.89 -0.39 1.07
O -1.68 -1.17 0.55
H 0.51 1.58 2.52
H 0.20 -0.38 0.87
H -3.21 0.09 2.52
H -0.07 0.32 3.66
H 0.67 -3.38 -1.11
H -0.70 -4.02 -3.84
C -0.09 -4.13 -0.82
C -1.10 -4.74 -3.10
N -1.21 -4.15 -1.78
H -0.50 -3.78 0.14
C -2.24 -3.27 -1.58
O -3.12 -3.02 -2.40
H -2.10 -5.04 -3.43
H -2.18 -2.79 -0.58
H 0.37 -5.13 -0.73
H -0.44 -5.62 -3.06
O 2.05 0.15 -5.54
C 2.60 -0.05 -6.78
C 0.94 0.04 -8.79
C 1.82 0.67 -7.92
H 0.81 -1.05 -8.69
C 0.27 0.76 -9.78
H 3.56 0.49 -6.78
C 1.96 2.07 -7.98
H -0.38 0.21 -10.46
C 0.50 2.13 -9.90
C 1.29 2.81 -8.96
H 2.52 2.59 -7.17
H 0.03 2.69 -10.71
H 1.48 3.89 -9.01
Si -1.06 -0.59 -5.82
Cl -0.07 -2.17 -6.76
C -2.58 -0.60 -6.96
C -0.68 1.32 -5.98
C -1.00 -0.94 -3.96
H -2.16 -0.45 -7.98
H -3.26 0.25 -6.74
H -3.11 -1.55 -6.94
H -1.98 -1.39 -3.69
H -0.89 -0.04 -3.31
H -0.18 -1.65 -3.70
H -0.78 1.56 -7.06
H 0.31 1.74 -5.64
H -1.53 1.80 -5.40
F 4.26 2.16 1.60
C 3.63 1.06 1.10
F 4.52 0.33 0.39
F 3.16 0.30 2.14
S 2.18 1.56 -0.03
O 1.42 2.50 0.77
O 2.83 2.13 -1.22
O 1.56 0.24 -0.29
*
```

Values from the calculation:
E_LUMO (alpha / beta): -3.7 / -4.7 eV
frontier orbital gap (alpha / beta): 0.169 / 0.134 Ha
E_tot: -3711.29840 hartree
ΔE to the lowest compared entry with this formula, charge and spin: 50.4 kJ/mol
HOMO energy (alpha / beta): -8.3 / -8.3 eV

---

A molecular structure, C24H43Cl2F5P2RuS in a non-equilibrium geometry, computed with the ωB97M-V functional and the def2-TZVPD basis.

Geometry as ORCA input:
```
! RIJCOSX wB97M-V def2-TZVPD def2/J DEFGRID3
* xyz -1 6
Ru -0.01 -0.15 -0.41
Cl 0.19 0.01 -2.82
P -0.69 -2.20 -0.79
C 0.49 -3.15 -1.91
C -1.05 -3.38 0.61
C -2.26 -2.25 -1.81
C 1.93 -2.65 -1.83
H 0.09 -2.92 -2.91
C 0.48 -4.68 -1.72
H 0.93 -4.97 -0.76
H 1.10 -5.11 -2.52
H -0.51 -5.13 -1.80
H 2.00 -1.59 -2.09
H 2.52 -3.22 -2.56
H 2.37 -2.81 -0.84
H -1.93 -1.72 -2.72
C -3.39 -1.44 -1.18
C -2.70 -3.66 -2.18
H -1.99 -4.16 -2.85
H -3.66 -3.60 -2.71
H -2.86 -4.30 -1.29
H -3.03 -0.55 -0.66
H -3.98 -2.05 -0.47
H -4.07 -1.12 -1.98
C 0.15 -3.43 1.55
H -1.16 -4.37 0.13
C -2.33 -3.07 1.38
H 1.04 -3.88 1.10
H -0.11 -4.00 2.45
H 0.41 -2.41 1.87
H -2.35 -2.01 1.68
H -2.33 -3.67 2.30
H -3.24 -3.32 0.83
Cl -0.92 -0.02 1.77
H -1.32 0.65 -0.72
P -0.09 2.39 -0.90
C -1.07 3.11 -2.30
C -0.50 3.47 0.54
C 1.65 2.78 -1.43
C -2.42 2.41 -2.50
H -0.43 2.88 -3.16
C -1.28 4.62 -2.22
H -2.07 4.89 -1.51
H -1.61 4.96 -3.22
H -0.38 5.19 -1.97
H -2.28 1.35 -2.75
H -2.94 2.89 -3.33
H -3.05 2.49 -1.61
H 1.69 2.24 -2.40
C 2.71 2.17 -0.51
C 1.92 4.26 -1.67
H 1.40 4.64 -2.55
H 3.00 4.39 -1.86
H 1.67 4.87 -0.80
H 2.33 1.37 0.14
H 3.19 2.94 0.12
H 3.50 1.71 -1.12
C -1.99 3.34 0.88
H -0.29 4.50 0.18
C 0.37 3.18 1.75
H -2.64 3.75 0.11
H -2.18 3.89 1.81
H -2.24 2.28 1.06
H 0.29 2.12 2.02
H 0.01 3.77 2.60
H 1.43 3.43 1.59
F 3.00 -0.29 7.00
C 2.96 -0.38 5.66
C 2.97 0.76 4.87
F 3.08 1.98 5.45
C 2.87 0.65 3.49
F 3.06 1.77 2.74
C 2.66 -0.59 2.84
S 2.40 -0.76 1.17
C 2.78 -1.74 3.68
F 2.80 -2.96 3.10
C 2.92 -1.64 5.05
F 3.02 -2.76 5.81
*
```

Values from the calculation:
E_LUMO (alpha / beta): 2.7 / 1.5 eV
frontier orbital gap (alpha / beta): 0.170 / 0.213 Ha
E_tot: -3535.72175 hartree
<S²>: 8.7686
HOMO energy (alpha / beta): -1.9 / -4.3 eV

---

A molecular structure, C24H43ClP2V in a non-equilibrium geometry, computed with the ωB97M-V functional and the def2-TZVPD basis.

Geometry as ORCA input:
```
! RIJCOSX wB97M-V def2-TZVPD def2/J DEFGRID3
* xyz 2 2
V 2.06 -2.58 0.14
C 0.63 -0.75 0.15
C 0.79 -1.19 -1.21
C -0.13 -2.94 0.03
C 0.11 -1.84 0.92
C 0.30 -2.55 -1.29
C 0.71 0.64 0.69
H 0.58 1.38 -0.10
H 1.67 0.82 1.18
H -0.08 0.81 1.43
C -0.29 -1.77 2.36
H 0.31 -1.03 2.90
H -0.18 -2.74 2.86
H -1.34 -1.46 2.46
C -0.76 -4.25 0.36
H -1.67 -4.42 -0.23
H -1.03 -4.29 1.43
H -0.06 -5.07 0.14
C 0.06 -3.33 -2.53
H -1.01 -3.36 -2.77
H 0.38 -4.38 -2.44
H 0.56 -2.88 -3.39
C 1.12 -0.38 -2.42
H 0.58 -0.75 -3.29
H 2.20 -0.41 -2.65
H 0.83 0.67 -2.29
C 2.79 3.48 0.52
C 2.33 4.27 -0.47
C 2.78 4.24 -1.90
C 4.30 3.97 -2.17
C 4.67 2.60 -2.64
C 4.21 1.45 -2.10
C 3.34 1.43 -0.89
C 3.76 2.34 0.30
H 2.57 5.24 -2.31
H 4.89 4.25 -1.29
H 2.16 3.54 -2.48
H 4.79 2.69 0.16
H 2.48 3.65 1.56
H 1.56 5.01 -0.25
H 3.76 1.74 1.22
H 2.31 1.69 -1.18
H 4.44 0.48 -2.56
H 3.28 0.39 -0.52
H 4.60 4.67 -2.97
H 5.36 2.56 -3.49
P 4.20 -2.10 0.70
P 2.90 -4.29 -0.98
C 5.32 -3.52 0.11
C 4.54 -4.78 -0.21
H 6.07 -3.70 0.89
H 5.85 -3.14 -0.78
H 5.06 -5.41 -0.94
H 4.32 -5.39 0.68
C 2.14 -5.95 -1.04
H 1.24 -5.96 -1.66
H 1.88 -6.29 -0.02
H 2.86 -6.66 -1.47
C 3.42 -3.99 -2.70
H 4.28 -4.62 -2.95
H 3.70 -2.94 -2.85
H 2.60 -4.22 -3.39
C 4.51 -2.14 2.52
H 4.23 -1.17 2.95
H 5.56 -2.34 2.74
H 3.90 -2.91 3.01
C 5.34 -0.74 0.28
H 5.23 -0.41 -0.75
H 6.38 -1.04 0.43
H 5.14 0.12 0.94
Cl 2.07 -4.19 1.93
*
```

Values from the calculation:
E_LUMO (alpha / beta): -8.8 / -8.2 eV
frontier orbital gap (alpha / beta): 0.180 / 0.201 Ha
E_tot: -3026.60624 hartree
<S²>: 0.8201
ΔE to the lowest compared entry with this formula, charge and spin: 0.0 kJ/mol
HOMO energy (alpha / beta): -13.7 / -13.7 eV

---

A molecular structure, C24H43IP2Rh in a non-equilibrium geometry, computed with the ωB97M-V functional and the def2-TZVPD basis.

Geometry as ORCA input:
```
! RIJCOSX wB97M-V def2-TZVPD def2/J DEFGRID3
* xyz 1 5
Rh -1.26 -1.94 0.76
C -2.33 -3.76 1.59
C -3.08 -3.08 0.59
C -1.07 -3.72 -0.34
C -1.05 -4.08 1.05
C -2.33 -3.10 -0.62
C -2.84 -4.24 2.91
H -3.67 -3.63 3.26
H -2.03 -4.20 3.67
H -3.16 -5.28 2.84
C 0.05 -4.79 1.74
H 0.42 -4.21 2.60
H 0.87 -4.95 1.05
H -0.27 -5.75 2.16
C -0.03 -4.05 -1.35
H -0.18 -5.03 -1.81
H 0.96 -4.04 -0.89
H -0.02 -3.30 -2.16
C -2.83 -2.76 -1.99
H -3.32 -3.64 -2.44
H -2.02 -2.46 -2.65
H -3.57 -1.96 -1.94
C -4.49 -2.62 0.67
H -5.17 -3.35 0.21
H -4.63 -1.68 0.12
H -4.80 -2.49 1.71
C 0.18 -1.09 2.35
C -1.13 -0.94 2.83
C -2.08 0.21 2.70
C -1.78 1.07 1.44
C -1.67 0.20 0.21
C -0.45 -0.22 -0.36
C 0.93 0.10 0.19
C 1.02 0.01 1.72
H -2.07 0.84 3.59
H -0.87 1.68 1.62
H -3.10 -0.20 2.59
H 0.79 1.00 2.16
H 0.71 -1.93 2.83
H -1.36 -1.70 3.61
H 2.08 -0.17 1.98
H 1.63 -0.65 -0.23
H -0.48 -0.53 -1.41
H 1.30 1.07 -0.15
H -2.60 1.79 1.29
H -2.55 0.19 -0.46
P 2.11 3.35 -0.45
P 2.66 3.34 -3.42
C 2.94 4.91 -1.10
C 3.62 4.61 -2.44
H 3.65 5.25 -0.34
H 2.16 5.69 -1.20
H 3.73 5.51 -3.07
H 4.64 4.19 -2.29
C 3.84 3.29 -4.83
H 3.42 2.64 -5.61
H 4.79 2.87 -4.48
H 4.01 4.29 -5.24
C 1.40 4.47 -4.17
H 1.86 5.40 -4.52
H 0.60 4.70 -3.45
H 0.95 3.95 -5.03
C 3.41 2.88 0.79
H 3.04 2.05 1.40
H 3.65 3.74 1.43
H 4.32 2.55 0.27
C 0.87 4.17 0.63
H 0.13 4.66 -0.01
H 1.36 4.92 1.26
H 0.37 3.42 1.25
I -0.18 -3.43 5.42
*
```

Values from the calculation:
E_LUMO (alpha / beta): -2.2 / -6.7 eV
frontier orbital gap (alpha / beta): 0.153 / 0.121 Ha
E_tot: -2030.81844 hartree
<S²>: 6.0181
ΔE to the lowest compared entry with this formula, charge and spin: 0.0 kJ/mol
HOMO energy (alpha / beta): -6.4 / -10.0 eV

---

A molecular structure, C24H43IrN3O2P2Si in a non-equilibrium geometry, computed with the ωB97M-V functional and the def2-TZVPD basis.

Geometry as ORCA input:
```
! RIJCOSX wB97M-V def2-TZVPD def2/J DEFGRID3
* xyz 1 5
Ir -0.42 0.97 -0.46
N -2.29 1.83 -4.16
C -1.85 1.68 -2.91
O -1.10 0.73 -2.62
C -2.28 2.69 -1.88
C -2.22 2.13 -0.46
H -1.97 1.19 -4.88
H -2.90 2.59 -4.42
H -3.27 3.07 -2.12
H -1.59 3.53 -1.99
H -3.11 1.55 -0.25
H -2.13 2.93 0.28
C -2.82 -0.12 1.83
P -1.65 -0.72 0.57
C -0.52 -1.74 1.57
N -1.06 -2.66 2.40
C -0.18 -3.34 3.18
C -0.64 -4.33 4.06
C 0.24 -5.05 4.89
C 1.58 -4.78 4.87
C 2.08 -3.79 4.00
C 1.23 -3.06 3.15
N 1.74 -2.11 2.33
C 0.83 -1.48 1.53
P 1.42 -0.13 0.50
C 2.31 0.96 1.64
C 2.63 -0.71 -0.78
C 1.85 -1.23 -2.00
C 3.50 -1.83 -0.21
C 3.50 0.48 -1.20
C -2.65 -1.85 -0.51
C -1.68 -2.58 -1.44
C -3.64 -1.03 -1.33
C -3.43 -2.86 0.34
H -3.02 -0.95 2.51
H -3.75 0.22 1.38
H -2.36 0.70 2.38
H -1.71 -4.52 4.08
H -0.15 -5.82 5.56
H 2.27 -5.32 5.50
H 3.14 -3.56 3.96
H 3.15 0.41 2.06
H 1.63 1.24 2.44
H 2.65 1.85 1.12
H 1.23 -2.09 -1.73
H 2.57 -1.56 -2.75
H 1.22 -0.46 -2.45
H 2.92 -2.71 0.04
H 4.04 -1.52 0.68
H 4.24 -2.11 -0.97
H 2.89 1.32 -1.55
H 4.15 0.16 -2.01
H 4.13 0.83 -0.38
H -1.13 -1.87 -2.07
H -2.24 -3.24 -2.10
H -0.96 -3.18 -0.88
H -3.14 -0.37 -2.04
H -4.31 -0.43 -0.70
H -4.27 -1.72 -1.90
H -2.80 -3.43 1.01
H -3.93 -3.56 -0.35
H -4.21 -2.37 0.93
C 0.99 4.66 -2.82
Si 1.16 4.04 -1.08
C 2.93 4.19 -0.54
C 0.08 5.01 0.08
O 0.70 2.44 -1.08
H 1.33 5.70 -2.88
H -0.04 4.64 -3.18
H 1.61 4.07 -3.51
H 3.27 5.21 -0.76
H 3.59 3.50 -1.07
H 3.04 4.03 0.54
H 0.61 5.90 0.44
H -0.19 4.41 0.97
H -0.85 5.35 -0.38
*
```

Values from the calculation:
E_LUMO (alpha / beta): -2.1 / -6.1 eV
frontier orbital gap (alpha / beta): 0.263 / 0.179 Ha
E_tot: -2331.41817 hartree
<S²>: 6.0397
ΔE to the lowest compared entry with this formula, charge and spin: 0.0 kJ/mol
HOMO energy (alpha / beta): -9.3 / -11.0 eV